(1)
{"formula": "C18H28N2O2", "method": "ωB97M-V/def2-TZVPD", "species": ["O", "N", "O", "C", "C", "N", "C", "C", "C", "C", "C", "C", "C", "C", "C", "C", "C", "C", "C", "C", "C", "C", "H", "H", "H", "H", "H", "H", "H", "H", "H", "H", "H", "H", "H", "H", "H", "H", "H", "H", "H", "H", "H", "H", "H", "H", "H", "H", "H", "H"], "positions_angstrom": [[0.5501, 2.6229, -0.9039], [4.3185, -0.4094, -0.6149], [-4.4481, -0.1925, 0.7110], [1.0326, 1.6224, -0.3935], [4.2970, -1.5592, -0.0863], [5.4301, -2.2174, -0.5568], [3.6674, 1.0296, 1.1070], [2.4117, 1.1701, -0.9700], [3.2638, -1.9582, 0.8460], [0.0982, -1.5671, 1.6153], [-0.6123, 2.3846, 1.9216], [-2.1043, 1.6141, 0.1190], [-3.5044, 1.8725, 0.5615], [-1.3900, -1.3011, 1.7911], [-3.1136, 0.3757, 2.6327], [3.1498, 0.2460, -0.0339], [0.1684, 0.6041, 0.3227], [2.2753, -0.9232, 0.4484], [1.0157, -0.3667, 1.2163], [-1.0594, 1.1398, 1.1596], [-4.1521, 0.8610, 1.5212], [-1.5985, 0.1672, 2.2447], [-5.2969, -0.1567, 0.3106], [5.7621, -3.0787, -0.1178], [5.8016, -1.7548, -1.3962], [4.4626, 1.6815, 0.7316], [4.0978, 0.4009, 1.8422], [2.8662, 1.5784, 1.5502], [2.1512, 0.6576, -1.8386], [3.0651, 1.9553, -1.2554], [3.5638, -1.9723, 1.9576], [2.9974, -2.9473, 0.6058], [0.1433, -2.4198, 0.8765], [0.4860, -1.8930, 2.5991], [-1.3408, 2.6104, 2.5866], [0.2968, 2.1436, 2.4472], [-0.2494, 3.2667, 1.3602], [-2.1337, 0.8556, -0.6753], [-1.7792, 2.6166, -0.1607], [-3.6784, 2.9043, 0.8934], [-4.0739, 1.8136, -0.4202], [-1.8067, -1.4166, 0.8240], [-1.8524, -2.0794, 2.4869], [-3.3091, -0.5725, 3.0224], [-3.1519, 1.1747, 3.2827], [-0.2525, -0.1490, -0.5346], [1.7602, -1.3627, -0.4560], [1.4278, 0.1019, 2.1320], [-5.1097, 1.2610, 1.9692], [-1.0237, 0.3119, 3.1667]], "forces_ev_per_a": [[0.3, -0.3, 1.1], [-2.5, 1.5, 0.1], [0.4, -3.4, -0.5], [-0.2, 0.6, -2.9], [5.2, 0.2, -2.3], [-0.5, -2.1, 1.0], [0.5, 1.0, -0.1], [-0.7, -0.4, 2.5], [0.3, -0.3, 2.9], [0.7, -0.8, 0.6], [2.9, -0.3, -1.8], [0.6, -0.4, 0.6], [-2.1, 0.8, -0.2], [0.4, 0.5, 1.1], [0.7, 1.1, -3.3], [-0.3, -0.4, -0.6], [-0.1, -2.6, 0.4], [-3.4, 1.6, -1.6], [0.3, -1.4, 0.0], [0.4, 1.2, -0.9], [1.1, 0.8, 0.6], [-0.8, -0.9, -1.1], [-1.0, 0.3, -0.4], [0.0, 0.6, -0.9], [0.1, -0.8, 1.0], [-0.2, 0.2, 0.2], [0.5, -0.7, 0.9], [-0.4, 0.8, 0.5], [-0.5, -1.0, -1.7], [0.2, 1.2, -0.1], [-0.1, 0.3, -1.6], [-0.8, -1.4, -0.1], [0.6, 0.8, 0.7], [0.0, -0.4, -0.5], [-2.2, 1.2, 2.2], [0.3, -0.4, 0.9], [-0.9, -0.5, -0.3], [0.1, 0.6, -0.2], [0.4, -0.6, -1.0], [0.4, -0.1, 0.2], [0.1, 0.2, 1.3], [-1.0, -0.2, -0.9], [0.5, 1.1, -0.9], [-1.4, -1.1, 1.1], [-0.1, 1.3, 2.2], [1.0, 1.9, 1.6], [0.7, 0.4, 0.3], [-0.7, 0.1, -0.3], [1.2, -0.2, 0.0], [0.0, 0.0, -0.1]], "nbo_charge": [-0.55, -0.49, -0.74, 0.61, 0.43, -0.84, -0.62, -0.49, -0.49, -0.39, -0.62, -0.42, -0.42, -0.40, -0.41, 0.10, -0.31, -0.19, -0.22, -0.01, 0.11, -0.19, 0.47, 0.39, 0.42, 0.23, 0.20, 0.20, 0.23, 0.24, 0.23, 0.23, 0.20, 0.20, 0.20, 0.20, 0.23, 0.20, 0.25, 0.20, 0.21, 0.20, 0.21, 0.22, 0.20, 0.24, 0.20, 0.21, 0.16, 0.20], "max_force_ev_per_a": 5.70, "lumo_energy_ev": 0.67, "e_tot_ev": -26193.4290}

=====

(2)
{"formula": "C18H28N2O3S", "method": "ωB97M-V/def2-TZVPD", "species": ["C", "H", "H", "H", "C", "N", "C", "O", "C", "C", "C", "C", "C", "C", "C", "C", "C", "H", "H", "H", "H", "H", "H", "H", "H", "H", "H", "H", "H", "H", "H", "H", "H", "H", "H", "C", "C", "C", "C", "C", "C", "H", "H", "S", "O", "O", "N", "H", "H", "H", "H", "H"], "positions_angstrom": [[-1.3791, 1.9563, 1.5842], [-1.6703, 1.4072, 2.4767], [-1.9670, 2.8685, 1.5331], [-0.3275, 2.2212, 1.6628], [-1.6135, 1.1152, 0.3266], [-0.8123, -0.0912, 0.3598], [0.1401, -0.3646, -0.5620], [0.3773, 0.3688, -1.4976], [0.8789, -1.6685, -0.3135], [1.6589, -1.6610, 1.0063], [2.5261, -0.4140, 1.1949], [3.5294, -0.1362, 0.0705], [4.2643, 1.1765, 0.3542], [5.2569, 1.5015, -0.7572], [6.2687, 0.3717, -0.9140], [5.5471, -0.9405, -1.2003], [4.5510, -1.2627, -0.0897], [4.0471, -2.2018, -0.3252], [5.0886, -1.3974, 0.8528], [6.2717, -1.7528, -1.2940], [5.0125, -0.8574, -2.1495], [6.9633, 0.6007, -1.7250], [6.8494, 0.2736, 0.0065], [5.7729, 2.4374, -0.5314], [4.7144, 1.6354, -1.6955], [3.5391, 1.9882, 0.4468], [4.7984, 1.0944, 1.3049], [2.9805, -0.0161, -0.8678], [1.8707, 0.4562, 1.2846], [3.0697, -0.5136, 2.1387], [2.2820, -2.5560, 1.0466], [0.9625, -1.7197, 1.8478], [1.5602, -1.8228, -1.1498], [0.1568, -2.4888, -0.3076], [-0.9751, -0.7400, 1.1119], [-3.0803, 0.7832, 0.1655], [-3.8048, 1.3088, -0.8985], [-5.1506, 1.0177, -1.0442], [-5.7641, 0.1954, -0.1223], [-5.0664, -0.3401, 0.9404], [-3.7230, -0.0424, 1.0839], [-3.1769, -0.4527, 1.9207], [-5.5904, -0.9671, 1.6438], [-7.4835, -0.2168, -0.3254], [-8.0271, -0.6450, 0.9304], [-8.1435, 0.8179, -1.0664], [-7.3571, -1.5744, -1.3181], [-7.7464, -1.4049, -2.2312], [-7.7685, -2.3876, -0.8898], [-5.7366, 1.4252, -1.8521], [-3.3098, 1.9475, -1.6144], [-1.2647, 1.6679, -0.5522]], "forces_ev_per_a": [[0.0, 0.0, -0.3], [0.0, 0.0, 0.1], [-0.1, 0.1, 0.1], [0.1, 0.0, 0.0], [0.0, 0.2, 0.1], [-0.3, 0.1, 0.3], [0.1, -0.6, 0.1], [0.2, 0.3, -0.3], [0.1, 0.0, 0.0], [0.0, 0.2, 0.0], [0.0, -0.2, -0.2], [0.1, 0.0, 0.5], [-0.2, 0.0, -0.4], [0.2, 0.0, 0.3], [-0.2, 0.0, -0.3], [0.2, -0.1, 0.3], [-0.2, 0.1, -0.4], [0.0, -0.1, 0.1], [0.0, -0.1, 0.1], [0.0, 0.0, -0.1], [0.0, 0.0, -0.1], [0.1, 0.0, 0.0], [0.1, 0.0, 0.0], [0.0, 0.0, -0.1], [0.0, 0.1, -0.1], [0.0, 0.0, 0.1], [0.0, 0.0, 0.1], [0.0, 0.0, -0.1], [0.0, 0.1, 0.1], [0.0, 0.1, 0.1], [-0.1, -0.1, 0.1], [0.0, -0.1, 0.0], [-0.1, 0.0, 0.0], [0.0, 0.0, -0.1], [0.1, -0.1, -0.1], [0.0, 0.0, -0.2], [0.0, -0.1, 0.1], [-0.1, 0.1, -0.1], [-0.5, 0.0, 0.0], [0.0, -0.1, 0.2], [-0.1, 0.1, -0.1], [0.0, -0.1, 0.1], [0.0, -0.1, 0.1], [-0.1, -0.6, -0.4], [0.3, -0.1, 0.0], [0.4, 0.0, -0.2], [0.0, 0.6, 0.5], [-0.1, 0.2, -0.2], [-0.1, -0.1, 0.2], [0.0, 0.1, -0.1], [0.1, 0.1, -0.1], [-0.1, -0.1, 0.2]], "nbo_charge": [-0.60, 0.20, 0.22, 0.22, -0.09, -0.62, 0.69, -0.63, -0.50, -0.39, -0.38, -0.23, -0.39, -0.39, -0.40, -0.39, -0.40, 0.20, 0.19, 0.20, 0.20, 0.21, 0.19, 0.20, 0.20, 0.21, 0.19, 0.21, 0.20, 0.20, 0.21, 0.19, 0.23, 0.22, 0.39, -0.02, -0.15, -0.19, -0.34, -0.19, -0.16, 0.20, 0.24, 2.30, -0.94, -0.94, -1.08, 0.40, 0.40, 0.24, 0.21, 0.24], "max_force_ev_per_a": 0.79, "lumo_energy_ev": 0.52, "e_tot_ev": -39079.5465}

=====

(3)
{"formula": "C18H28N2O3S", "method": "ωB97M-V/def2-TZVPD", "species": ["C", "H", "H", "H", "C", "N", "S", "O", "O", "C", "C", "C", "C", "C", "C", "H", "H", "C", "H", "H", "C", "C", "O", "N", "C", "H", "C", "C", "C", "C", "H", "H", "H", "H", "H", "H", "H", "H", "H", "H", "H", "H", "H", "H", "C", "H", "H", "H", "C", "H", "H", "H"], "positions_angstrom": [[1.3506, 1.5524, -0.5838], [1.2986, 1.7326, -1.6560], [0.7342, 2.2929, -0.0795], [0.9483, 0.5620, -0.3800], [2.8016, 1.6597, -0.0914], [3.6544, 0.6996, -0.7764], [4.0218, -0.8520, -0.3219], [4.6895, -0.8424, 0.9456], [4.7087, -1.3898, -1.4604], [2.4557, -1.7039, -0.1437], [1.6802, -1.9141, -1.2675], [0.4449, -2.5248, -1.1385], [-0.0138, -2.9245, 0.1125], [0.7949, -2.7271, 1.2279], [2.0321, -2.1192, 1.1028], [2.6809, -1.9635, 1.9507], [0.4539, -3.0534, 2.2003], [-1.3897, -3.5043, 0.2758], [-1.3807, -4.2752, 1.0480], [-1.7270, -3.9412, -0.6639], [-2.3710, -2.3954, 0.6822], [-2.7072, -1.5094, -0.5130], [-2.4913, -1.8710, -1.6553], [-3.2992, -0.3214, -0.2513], [-3.5407, 0.2721, 1.0426], [-3.4734, -0.4720, 1.8337], [-2.5547, 1.4198, 1.2781], [-2.7082, 2.4575, 0.1680], [-2.5371, 1.7933, -1.1966], [-3.5054, 0.6190, -1.3366], [-3.3391, 0.0865, -2.2737], [-4.5408, 0.9749, -1.3030], [-2.7192, 2.5136, -1.9948], [-1.5164, 1.4203, -1.2979], [-1.9728, 3.2541, 0.2934], [-3.7020, 2.9074, 0.2310], [-2.7422, 1.8725, 2.2528], [-1.5365, 1.0238, 1.2727], [-4.5630, 0.6701, 1.0439], [-1.9250, -1.8057, 1.4835], [-3.3018, -2.8380, 1.0461], [-0.1833, -2.6747, -2.0026], [2.0558, -1.6030, -2.2298], [3.6224, 0.7615, -1.7806], [3.3507, 3.0579, -0.4035], [3.3297, 3.2441, -1.4747], [2.7556, 3.8192, 0.0940], [4.3786, 3.1318, -0.0610], [2.8625, 1.4051, 1.4117], [2.3896, 2.2266, 1.9449], [2.3504, 0.4808, 1.6647], [3.8961, 1.3152, 1.7304]], "forces_ev_per_a": [[0.3, 0.0, 0.1], [0.0, 0.0, -0.2], [-0.1, 0.1, 0.0], [-0.1, -0.1, 0.0], [-0.5, 0.4, 0.5], [0.4, -0.8, 0.0], [0.0, 0.2, -0.3], [-0.4, 0.0, 0.1], [-0.3, 0.0, -0.2], [0.6, 0.2, 0.1], [0.0, -0.1, -0.1], [0.2, 0.1, -0.1], [0.0, -0.1, 0.0], [0.0, 0.0, -0.1], [0.1, 0.0, 0.1], [0.0, 0.0, 0.1], [0.0, 0.0, 0.1], [-0.1, 0.2, 0.0], [0.0, 0.0, 0.0], [0.0, -0.1, 0.1], [0.1, -0.3, -0.3], [-0.2, -0.1, 0.4], [0.2, -0.3, -0.3], [-0.2, 0.2, -0.1], [0.3, 0.0, 0.4], [-0.1, 0.0, -0.1], [-0.3, 0.1, 0.0], [0.3, -0.1, 0.0], [-0.3, 0.0, 0.1], [0.2, 0.0, -0.5], [-0.1, 0.1, 0.1], [0.0, 0.0, 0.0], [0.0, 0.0, -0.1], [0.1, 0.0, -0.1], [0.0, 0.1, 0.0], [0.0, 0.1, 0.0], [0.0, 0.0, 0.1], [0.1, -0.1, 0.1], [0.0, -0.1, 0.1], [-0.1, 0.0, 0.1], [0.0, 0.1, 0.1], [0.0, 0.0, -0.1], [0.0, 0.0, -0.2], [0.1, -0.1, -0.2], [0.0, -0.4, 0.1], [0.0, 0.1, -0.2], [-0.1, 0.1, 0.0], [0.1, 0.0, 0.0], [0.1, 0.1, -0.1], [-0.1, 0.1, 0.0], [-0.1, 0.0, 0.1], [0.1, 0.1, 0.1]], "nbo_charge": [-0.62, 0.20, 0.21, 0.22, 0.12, -0.89, 2.32, -0.94, -0.94, -0.27, -0.21, -0.20, 0.01, -0.22, -0.22, 0.24, 0.21, -0.43, 0.22, 0.24, -0.49, 0.69, -0.65, -0.44, -0.21, 0.21, -0.41, -0.40, -0.41, -0.23, 0.25, 0.19, 0.21, 0.21, 0.21, 0.20, 0.21, 0.20, 0.19, 0.22, 0.23, 0.24, 0.23, 0.41, -0.60, 0.20, 0.21, 0.22, -0.63, 0.21, 0.21, 0.24], "max_force_ev_per_a": 0.89, "lumo_energy_ev": 0.58, "e_tot_ev": -39079.3124}

=====

(4)
{"formula": "C18H28N2O4S", "method": "ωB97M-V/def2-TZVPD", "species": ["C", "H", "H", "H", "O", "C", "C", "C", "C", "C", "C", "H", "H", "C", "H", "H", "H", "H", "S", "O", "O", "N", "C", "H", "H", "H", "C", "C", "O", "N", "H", "C", "C", "H", "C", "C", "C", "C", "H", "C", "H", "H", "H", "H", "H", "H", "H", "H", "H", "H", "H", "H", "H"], "positions_angstrom": [[3.3340, -2.2904, -0.6918], [3.1545, -3.3559, -0.8593], [4.2156, -1.9711, -1.2566], [3.5027, -2.1158, 0.3693], [2.2006, -1.5180, -1.0256], [1.6954, -1.6063, -2.2789], [0.5009, -0.9345, -2.5298], [-0.0733, -0.9394, -3.7838], [0.5181, -1.6201, -4.8393], [1.7030, -2.3013, -4.5856], [2.2870, -2.3025, -3.3318], [3.2056, -2.8466, -3.1811], [2.1825, -2.8464, -5.3856], [-0.0934, -1.6250, -6.2060], [0.5559, -1.1099, -6.9132], [-0.2266, -2.6456, -6.5602], [-1.0592, -1.1285, -6.1966], [-1.0048, -0.4096, -3.9067], [-0.3513, -0.0267, -1.2343], [-1.6293, 0.3501, -1.7644], [-0.3417, -0.7681, -0.0019], [0.4897, 1.3682, -0.9655], [0.4450, 2.3739, -1.9928], [1.2570, 2.2572, -2.7214], [0.5120, 3.3623, -1.5375], [-0.5135, 2.2750, -2.4967], [1.6043, 1.3810, -0.0437], [1.1820, 2.0561, 1.2744], [1.7581, 3.0183, 1.7412], [0.1204, 1.4456, 1.8070], [-0.2578, 0.6495, 1.3081], [-0.5776, 1.8823, 2.9969], [-2.0564, 2.1048, 2.6646], [-2.5090, 2.6913, 3.4682], [-2.8816, 0.8346, 2.4561], [-3.1625, 0.0980, 3.7671], [-2.1091, -0.9439, 4.1524], [-0.6603, -0.5485, 3.8547], [-0.0127, -1.1914, 4.4563], [-0.3185, 0.9117, 4.1600], [-0.8697, 1.2516, 5.0376], [0.7466, 0.9785, 4.3944], [-0.4309, -0.7644, 2.8114], [-2.3153, -1.8747, 3.6194], [-2.2157, -1.1524, 5.2203], [-3.2569, 0.8364, 4.5665], [-4.1250, -0.4139, 3.6958], [-2.3952, 0.1704, 1.7412], [-3.8347, 1.1352, 2.0145], [-2.0979, 2.7078, 1.7540], [-0.1334, 2.8503, 3.2616], [1.8854, 0.3495, 0.1726], [2.4570, 1.9111, -0.4753]], "forces_ev_per_a": [[0.2, -0.1, 0.0], [0.0, 0.0, 0.0], [0.0, 0.0, 0.0], [0.0, 0.0, -0.1], [-0.1, 0.0, -0.2], [0.2, -0.1, -0.1], [-0.2, 0.3, 0.7], [0.0, -0.1, -0.2], [0.1, 0.0, 0.1], [-0.2, 0.1, 0.1], [0.1, 0.0, 0.3], [0.1, 0.0, 0.1], [0.1, -0.1, -0.1], [0.1, 0.0, 0.0], [0.0, 0.0, -0.1], [-0.1, 0.0, -0.1], [-0.1, 0.0, -0.1], [-0.1, 0.0, -0.1], [-0.1, 0.3, 0.0], [0.2, 0.0, -0.3], [0.4, -0.1, -0.1], [-0.4, -1.0, -0.2], [-0.1, 0.2, -0.4], [0.0, 0.0, 0.0], [0.0, 0.0, 0.0], [0.0, 0.2, -0.1], [0.2, 0.0, 0.5], [0.2, -0.2, -0.5], [0.3, 0.3, 0.1], [-0.4, -0.3, 0.3], [0.1, 0.1, 0.1], [0.0, 0.4, 0.3], [0.2, -0.1, -0.1], [0.0, 0.0, 0.0], [-0.2, 0.2, 0.2], [0.0, -0.2, -0.1], [0.0, 0.1, 0.0], [-0.1, 0.1, 0.3], [0.0, 0.0, -0.1], [0.1, 0.0, -0.2], [0.0, 0.1, 0.1], [0.0, 0.1, 0.0], [0.1, -0.1, 0.0], [0.0, -0.1, 0.1], [0.0, -0.1, 0.0], [-0.1, 0.0, 0.0], [0.0, 0.1, 0.1], [0.0, -0.1, -0.2], [0.0, -0.1, -0.1], [0.0, 0.1, 0.0], [-0.1, -0.2, -0.1], [0.1, 0.2, 0.0], [-0.1, 0.0, 0.1]], "nbo_charge": [-0.25, 0.18, 0.18, 0.21, -0.51, 0.40, -0.41, -0.16, -0.05, -0.15, -0.32, 0.23, 0.21, -0.62, 0.22, 0.22, 0.22, 0.24, 2.34, -0.94, -0.95, -0.68, -0.42, 0.18, 0.22, 0.24, -0.32, 0.67, -0.64, -0.65, 0.43, -0.04, -0.40, 0.20, -0.42, -0.40, -0.39, -0.41, 0.21, -0.41, 0.20, 0.21, 0.20, 0.20, 0.20, 0.19, 0.21, 0.20, 0.21, 0.21, 0.23, 0.25, 0.22], "max_force_ev_per_a": 1.12, "lumo_energy_ev": 0.53, "e_tot_ev": -41125.8870}